# 1
{
  "formula": "C3H4S3",
  "method": "ωB97M-V/def2-TZVPD",
  "symbols": ["S", "C", "C", "S", "C", "S", "H", "H", "H", "H"],
  "xyz": [[-2.627, -1.188, -0.415], [-1.131, -0.681, 0.182], [0.066, -0.020, -0.586], [-0.134, 1.889, -0.435], [1.412, -0.294, 0.126], [2.575, -1.127, -0.412], [-0.951, -0.515, 1.209], [0.230, -0.321, -1.730], [-0.949, 2.124, 0.911], [1.509, 0.134, 1.150]],
  "nbo_charge": [0.084, -0.230, -0.446, -0.051, -0.353, 0.170, 0.177, 0.277, 0.172, 0.201],
  "de_lowest_kj_mol": 293.00,
  "orbital_gap_ev": 7.84,
  "smiles": "S=CC(S)C=S",
  "lumo_energy_ha": -0.0434
}

# 2
{
  "formula": "C3H9Cl3N6",
  "method": "ωB97M-V/def2-TZVPD",
  "symbols": ["C", "C", "C", "N", "N", "N", "N", "N", "N", "Cl", "Cl", "Cl", "H", "H", "H", "H", "H", "H", "H", "H", "H"],
  "xyz": [[-0.056, -0.007, 0.227], [0.870, -0.500, 1.142], [0.210, 0.559, -1.017], [2.233, -0.660, 0.704], [0.457, 2.847, 0.256], [1.519, 3.257, -0.119], [1.594, 0.371, -1.388], [-1.419, 0.077, 0.813], [0.447, -0.925, 2.345], [3.450, -0.775, 1.915], [0.348, 2.582, 1.983], [2.835, 3.418, 0.887], [-0.383, 1.170, -1.690], [1.729, -0.554, -1.645], [1.894, 1.032, -2.128], [-1.904, 0.947, 0.520], [-1.294, 0.200, 1.904], [2.508, -0.048, 0.031], [-0.308, -1.584, 2.409], [1.199, -1.028, 3.071], [-2.029, -0.651, 0.562]],
  "nbo_charge": [-0.087, 0.506, 0.218, -0.513, -0.133, -0.109, -0.815, -0.697, -0.788, 0.242, 0.040, 0.247, 0.279, 0.421, 0.443, 0.474, 0.489, 0.425, 0.439, 0.466, 0.453],
  "de_lowest_kj_mol": 2.96,
  "total_charge": 2,
  "orbital_gap_ev": 8.04,
  "lumo_energy_ha": -0.3459
}

# 3
{
  "formula": "C14H24IN4O6",
  "method": "ωB97M-V/def2-TZVPD",
  "symbols": ["C", "C", "I", "C", "N", "C", "N", "C", "N", "C", "N", "H", "H", "H", "H", "H", "H", "H", "H", "H", "H", "H", "H", "C", "C", "C", "O", "C", "O", "O", "H", "H", "H", "H", "H", "H", "C", "C", "C", "O", "C", "O", "O", "H", "H", "H", "H", "H", "H"],
  "xyz": [[-0.783, 2.277, 2.804], [-0.355, 2.200, 1.235], [1.796, 2.540, 1.140], [-0.799, 0.742, 0.748], [-0.764, 0.555, -0.723], [-0.360, -0.613, -1.261], [-0.323, -0.925, -2.660], [0.126, -2.276, -2.761], [0.381, -2.707, -1.438], [0.903, -4.053, -1.060], [0.100, -1.752, -0.528], [0.110, 2.278, 3.494], [-1.401, 1.339, 3.045], [-1.450, 3.171, 3.000], [-0.918, 3.029, 0.699], [-1.891, 0.628, 1.088], [-0.193, -0.008, 1.340], [-1.073, 1.260, -1.407], [0.284, -2.930, -3.670], [0.396, -4.480, -0.132], [2.017, -3.943, -0.808], [0.823, -4.752, -1.958], [0.228, -1.885, 0.485], [5.016, 2.554, 6.435], [3.866, 1.757, 5.861], [3.166, 2.438, 4.721], [1.852, 1.900, 4.804], [1.650, 1.564, 6.111], [0.591, 1.264, 6.573], [2.813, 1.619, 6.816], [5.800, 2.709, 5.691], [4.677, 3.528, 6.799], [5.447, 2.034, 7.294], [4.205, 0.753, 5.583], [3.618, 2.204, 3.757], [3.104, 3.524, 4.833], [-2.410, -0.284, -4.884], [-3.492, -0.882, -5.756], [-3.794, -2.320, -5.447], [-4.265, -2.808, -6.698], [-3.681, -2.041, -7.662], [-3.700, -2.291, -8.827], [-3.069, -0.951, -7.116], [-2.707, -0.277, -3.834], [-1.474, -0.837, -4.984], [-2.198, 0.743, -5.195], [-4.396, -0.264, -5.714], [-4.559, -2.431, -4.677], [-2.911, -2.900, -5.159]],
  "nbo_charge": [-0.654, -0.330, 0.101, -0.258, -0.574, 0.595, -0.480, 0.255, -0.160, -0.441, -0.385, 0.267, 0.208, 0.240, 0.240, 0.231, 0.214, 0.452, 0.275, 0.244, 0.238, 0.258, 0.458, -0.628, 0.060, -0.096, -0.515, 0.968, -0.565, -0.480, 0.224, 0.224, 0.236, 0.182, 0.202, 0.191, -0.615, 0.055, -0.091, -0.485, 0.960, -0.547, -0.489, 0.209, 0.210, 0.234, 0.189, 0.205, 0.166],
  "de_lowest_kj_mol": 246.89,
  "total_charge": 1,
  "orbital_gap_ev": 8.82,
  "lumo_energy_ha": -0.1323
}

# 4
{
  "formula": "C46H79N19O2SbSi",
  "method": "ωB97M-V/def2-TZVPD",
  "symbols": ["C", "Si", "C", "C", "Sb", "C", "C", "C", "C", "O", "C", "O", "H", "H", "H", "H", "H", "H", "H", "H", "H", "H", "H", "H", "H", "H", "H", "H", "H", "H", "H", "H", "H", "H", "C", "C", "N", "H", "H", "H", "C", "C", "N", "H", "H", "H", "C", "C", "N", "H", "H", "H", "C", "C", "N", "H", "H", "H", "C", "C", "N", "H", "H", "H", "C", "C", "N", "H", "H", "H", "C", "C", "N", "H", "H", "H", "C", "C", "N", "H", "H", "H", "C", "C", "N", "H", "H", "H", "C", "C", "N", "H", "H", "H", "C", "C", "N", "H", "H", "H", "C", "C", "N", "H", "H", "H", "C", "C", "N", "H", "H", "H", "C", "C", "N", "H", "H", "H", "C", "C", "N", "H", "H", "H", "C", "C", "N", "H", "H", "H", "C", "C", "N", "H", "H", "H", "C", "C", "N", "H", "H", "H", "C", "C", "N", "H", "H", "H"],
  "xyz": [[-1.328, -4.472, -1.159], [-0.647, -2.738, -1.623], [-1.837, -1.447, -0.886], [-0.747, -2.649, -3.527], [1.722, -2.428, -0.655], [2.710, -2.581, -2.645], [4.157, -2.025, -2.750], [4.438, -0.760, -1.951], [3.601, 0.429, -2.388], [4.332, 1.202, -3.382], [3.835, 2.413, -3.494], [4.445, 3.341, -3.873], [-1.027, -4.736, -0.149], [-0.969, -5.216, -1.860], [-2.417, -4.473, -1.239], [-1.703, -0.505, -1.400], [-1.666, -1.307, 0.175], [-2.847, -1.817, -1.027], [-0.498, -3.602, -3.983], [-1.796, -2.469, -3.787], [-0.192, -1.830, -3.967], [1.629, -0.674, -0.803], [0.901, -2.251, 0.957], [1.751, -4.208, -0.419], [3.248, -2.376, 0.201], [2.140, -2.153, -3.468], [2.781, -3.652, -2.852], [4.314, -1.758, -3.798], [4.901, -2.777, -2.551], [4.370, -0.883, -0.881], [5.470, -0.475, -2.156], [2.605, 0.147, -2.709], [3.479, 1.053, -1.507], [2.774, 2.516, -3.232], [7.828, -0.035, 1.040], [6.569, -0.727, 1.327], [5.606, -1.298, 1.556], [8.599, -0.768, 0.838], [7.709, 0.611, 0.171], [8.124, 0.566, 1.892], [-3.383, 2.793, -0.132], [-3.817, 1.537, -0.739], [-4.164, 0.547, -1.180], [-4.050, 3.031, 0.691], [-2.368, 2.701, 0.247], [-3.425, 3.592, -0.867], [1.470, 2.373, 1.113], [0.851, 1.908, -0.117], [0.333, 1.513, -1.043], [2.347, 1.764, 1.335], [1.774, 3.413, 1.012], [0.761, 2.287, 1.926], [8.282, -3.477, 3.889], [9.082, -2.434, 3.250], [9.698, -1.631, 2.732], [8.666, -3.675, 4.888], [7.246, -3.152, 3.956], [8.331, -4.388, 3.298], [8.697, 1.130, 5.613], [7.812, 1.539, 4.520], [7.123, 1.855, 3.667], [9.727, 1.384, 5.369], [8.420, 1.642, 6.531], [8.622, 0.056, 5.765], [0.206, -8.271, -3.711], [1.049, -7.386, -2.905], [1.695, -6.705, -2.263], [-0.757, -7.798, -3.890], [0.687, -8.472, -4.666], [0.051, -9.207, -3.189], [5.746, 2.821, 8.155], [7.150, 2.734, 8.536], [8.239, 2.672, 8.838], [5.654, 3.324, 7.195], [5.324, 1.822, 8.078], [5.198, 3.385, 8.906], [-7.173, 2.967, -2.560], [-6.361, 3.919, -1.808], [-5.728, 4.660, -1.220], [-8.208, 3.302, -2.587], [-6.801, 2.889, -3.577], [-7.122, 1.989, -2.086], [1.960, 0.520, 4.708], [1.321, 1.801, 4.418], [0.827, 2.800, 4.191], [1.517, 0.085, 5.601], [1.819, -0.159, 3.868], [3.025, 0.671, 4.869], [-3.610, -10.173, -2.194], [-2.493, -10.498, -3.078], [-1.623, -10.751, -3.764], [-3.354, -9.313, -1.579], [-4.491, -9.939, -2.787], [-3.827, -11.022, -1.549], [-6.737, 5.118, -6.570], [-7.850, 4.434, -5.917], [-8.714, 3.896, -5.407], [-7.100, 6.007, -7.082], [-5.995, 5.409, -5.830], [-6.273, 4.453, -7.293], [4.751, -5.797, -4.287], [5.814, -4.804, -4.140], [6.625, -4.023, -4.023], [4.457, -6.169, -3.307], [3.886, -5.338, -4.763], [5.104, -6.625, -4.899], [0.703, 5.508, 7.042], [1.398, 4.305, 7.488], [1.937, 3.368, 7.833], [0.862, 6.309, 7.761], [1.086, 5.810, 6.070], [-0.362, 5.304, 6.958], [-5.968, 1.116, -8.419], [-5.044, 2.244, -8.300], [-4.326, 3.119, -8.205], [-6.062, 0.616, -7.457], [-6.948, 1.473, -8.734], [-5.591, 0.409, -9.154], [-5.501, -0.282, 2.443], [-4.563, 0.801, 2.709], [-3.832, 1.655, 2.886], [-5.541, -0.949, 3.299], [-6.498, 0.115, 2.253], [-5.162, -0.842, 1.577], [2.519, 4.086, 11.365], [1.885, 5.365, 11.059], [1.389, 6.356, 10.803], [2.069, 3.653, 12.255], [2.385, 3.405, 10.526], [3.583, 4.234, 11.540], [-11.609, 2.177, -7.235], [-10.579, 2.084, -8.273], [-9.785, 2.009, -9.083], [-11.404, 3.026, -6.586], [-12.585, 2.304, -7.698], [-11.611, 1.268, -6.638], [-0.847, -3.019, 1.422], [-2.147, -2.580, 1.926], [-3.148, -2.209, 2.318], [-0.721, -4.084, 1.607], [-0.782, -2.827, 0.352], [-0.053, -2.470, 1.921], [-6.635, 7.671, 0.466], [-7.439, 8.854, 0.158], [-8.065, 9.773, -0.081], [-6.911, 7.284, 1.445], [-6.805, 6.900, -0.282], [-5.580, 7.933, 0.471]],
  "lowdin_charge": [-0.225, 0.389, -0.249, -0.230, 0.771, -0.400, -0.296, -0.229, -0.200, -0.004, -0.428, 0.090, -0.010, -0.007, 0.022, 0.000, -0.004, 0.020, 0.008, 0.013, 0.006, -0.099, -0.112, -0.112, -0.111, 0.023, 0.012, 0.098, 0.061, 0.038, 0.110, 0.098, 0.101, 0.142, -0.097, -0.284, 0.135, 0.046, 0.083, 0.025, -0.090, -0.278, 0.145, 0.049, 0.069, 0.054, -0.071, -0.303, 0.151, 0.085, 0.083, 0.034, -0.057, -0.266, 0.147, 0.077, 0.082, 0.086, -0.055, -0.268, 0.146, 0.087, 0.032, 0.077, -0.088, -0.278, 0.154, 0.077, 0.080, 0.037, -0.063, -0.297, 0.134, 0.087, 0.085, 0.070, -0.067, -0.255, 0.148, 0.072, 0.064, 0.081, -0.047, -0.282, 0.141, 0.081, 0.086, 0.081, -0.058, -0.270, 0.140, 0.086, 0.082, 0.081, -0.050, -0.271, 0.136, 0.086, 0.090, 0.041, -0.073, -0.294, 0.137, 0.071, 0.079, 0.073, -0.059, -0.287, 0.131, 0.070, 0.084, 0.087, -0.059, -0.284, 0.134, 0.084, 0.058, 0.082, -0.103, -0.293, 0.136, 0.069, 0.073, 0.050, -0.071, -0.290, 0.128, 0.080, 0.054, 0.078, -0.069, -0.286, 0.125, 0.068, 0.079, 0.081, -0.213, -0.255, 0.153, 0.092, -0.095, 0.019, -0.075, -0.295, 0.114, 0.081, 0.046, 0.083],
  "de_lowest_kj_mol": 211.24,
  "total_charge": -1,
  "orbital_gap_ev": 4.56,
  "lumo_energy_ha": 0.0555
}